# C5H7N

An isolated molecule of C5H7N (wB97M-V/def2-TZVPD, the OMol25 dataset).

Geometry (Å):
C: 2.014 0.258 -0.640
C: 1.594 -0.256 0.484
N: 0.974 -0.747 1.423
C: -0.491 -0.645 1.158
C: -0.906 0.472 0.242
C: -1.458 0.271 -0.948
H: 1.978 -0.373 -1.520
H: 2.232 1.313 -0.732
H: -1.012 -0.533 2.111
H: -0.784 -1.606 0.722
H: -0.752 1.486 0.611
H: -1.531 -0.730 -1.371
H: -1.857 1.089 -1.539

Calculated values
energy above the lowest of the compared OMol25 structures with the same formula, charge and spin: 57.61 kcal per mole
SMILES: C=C=NCC=C
E_LUMO: 1.10 eV
E_tot: -6786.0145 eV
total charge: 0

Atomic partial charges in e from the Löwdin method, atoms 1 to 6: 0.001, -0.228, 0.078, -0.217, -0.209, 0.004


# C5H7N

A structure of composition C5H7N (wB97M-V/def2-TZVPD, the OMol25 dataset).

Geometry (Å):
C: -1.267 0.688 0.744
C: -0.940 -0.464 -0.084
C: -0.188 0.673 -0.830
N: 1.118 -0.039 -0.700
C: 1.403 -0.204 0.733
C: 0.448 -1.115 0.087
H: -0.243 1.572 -0.133
H: -2.163 1.142 0.275
H: -1.699 -1.014 -0.639
H: -0.506 0.945 -1.837
H: 1.027 0.535 1.436
H: 2.410 -0.568 0.917
H: 0.665 -2.163 -0.110

Calculated values
energy above the lowest of the compared OMol25 structures with the same formula, charge and spin: 142.45 kcal per mole
E_LUMO: 1.13 eV
E_tot: -6782.3353 eV
total charge: 0

Atomic partial charges in e from the Löwdin method, atoms 1 to 6: 0.056, -0.301, -0.192, -0.009, -0.114, -0.208


# C5H7N

An isolated molecule of C5H7N (wB97M-V/def2-TZVPD, the OMol25 dataset).

Geometry (Å):
C: 1.928 -0.029 -0.097
C: 0.443 0.079 0.031
C: -0.398 1.162 -0.036
C: -1.736 0.673 0.005
C: -1.668 -0.692 0.113
N: -0.335 -1.048 0.128
H: 2.305 -0.969 0.326
H: 2.216 -0.002 -1.155
H: 2.428 0.796 0.421
H: -0.081 2.196 -0.112
H: -2.643 1.261 -0.055
H: -2.454 -1.431 0.177
H: 0.013 -1.983 0.268

Calculated values
energy above the lowest of the compared OMol25 structures with the same formula, charge and spin: 0.83 kcal per mole
SMILES: Cc1ccc[nH]1
E_LUMO: 1.06 eV
E_tot: -6788.4767 eV
total charge: 0

Atomic partial charges in e from the Löwdin method, atoms 1 to 6: -0.041, -0.347, -0.072, -0.111, -0.140, 0.043


# C5H7N

An isolated molecule of C5H7N in a non-equilibrium geometry (wB97M-V/def2-TZVPD, the OMol25 dataset).

Geometry (Å):
C: 1.867 -0.924 -0.124
C: 1.957 0.140 -0.746
C: 0.613 0.783 -0.735
C: 0.130 1.251 0.602
N: -0.197 -0.074 0.121
C: -1.418 -0.809 0.005
H: 1.778 -1.833 0.430
H: 0.182 1.254 -1.623
H: -0.580 2.086 0.631
H: 0.840 1.239 1.428
H: -1.328 -1.631 -0.726
H: -2.285 -0.194 -0.247
H: -1.561 -1.287 0.985

Calculated values
energy above the lowest of the compared OMol25 structures with the same formula, charge and spin: 133.27 kcal per mole
SMILES: C#C[C@@H]1CN1C
E_LUMO: 0.92 eV
E_tot: -6782.7333 eV
total charge: 0

Atomic partial charges in e from the Löwdin method, atoms 1 to 6: 0.126, -0.079, -0.306, -0.094, -0.211, -0.085


Number 1: frontier orbital gap 10.185 eV. Number 2: frontier orbital gap 9.586 eV. Number 3: frontier orbital gap 9.020 eV. Number 4: frontier orbital gap 9.152 eV.